C25H53FN5O6P2S2 | the ωB97M-V functional and the def2-TZVPD basis

Computed properties:
- orbital gap (alpha / beta) (eV) = 4.83 / 5.57
- spin multiplicity = 3
- LUMO level (alpha / beta) (eV) = -5.582 / -5.582
- highest occupied orbital energy (alpha / beta) (eV) = -10.413 / -11.149
- electronic energy (hartree) = -3288.02280
- net charge = +1

Each line ends with the Löwdin spin population.
Element x y z (Å)
S -1.344 -3.010 1.136  0.00
S -1.698 1.440 -1.229  0.00
P -0.888 3.027 1.821  0.00
P -2.446 0.625 0.395  0.00
F -2.638 -2.817 0.180  0.00
O 4.437 -7.015 2.535  0.58
O -1.773 -2.967 2.542  0.00
O -2.309 3.497 2.085  0.00
O -2.229 4.483 -2.922  0.56
O -0.818 -4.367 0.856  0.00
O -2.667 -0.537 3.923  0.00
N -0.053 -1.933 0.765  0.00
N -1.176 0.144 1.532  0.00
N -2.500 5.709 -3.338  0.35
N 4.694 -6.173 1.547  0.33
N 0.946 0.290 0.714  0.00
C -0.586 1.219 2.376  0.00
C 3.127 -7.001 -0.805  0.00
C -1.475 -0.040 4.529  0.00
C -3.166 7.938 -2.434  0.00
C 2.459 -6.347 0.400  0.01
C 4.364 -7.778 -0.370  0.01
C -4.701 5.970 -2.142  0.01
C -2.559 6.180 -0.870  0.00
C -3.230 6.405 -2.239  0.03
C -0.349 -1.143 4.669  0.00
C -4.666 5.200 -4.524  0.01
C 1.994 0.589 3.070  0.00
C -2.505 4.578 -5.591  0.00
C 6.449 -7.893 0.986  0.00
C 2.693 -4.987 2.485  0.00
C 3.712 -4.169 0.436  0.00
C 3.423 -5.472 1.219  0.02
C 0.964 1.042 1.983  0.00
C 5.356 -6.943 0.457  0.02
C -0.987 1.300 3.891  0.00
C -3.187 5.597 -4.655  0.03
C -3.057 6.928 -5.425  0.00
C -5.426 6.013 -3.482  0.00
C 6.137 -5.980 -0.461  0.00
C -0.133 -0.634 0.979  0.00
H 3.393 -6.254 -1.559  0.00
H -1.503 6.465 -0.901  0.00
H -0.008 3.778 2.678  0.00
H -3.040 -1.231 4.477  0.00
H -3.905 8.319 -3.136  0.00
H 7.168 -7.359 1.611  0.00
H 2.421 -7.682 -1.286  0.00
H 1.951 1.177 4.010  0.00
H -3.374 8.457 -1.496  0.00
H 3.349 -4.371 3.105  0.00
H -3.480 6.831 -6.428  0.00
H -0.765 -1.953 5.317  0.00
H 5.513 -5.289 -1.021  0.00
H 4.037 -8.645 0.215  0.00
H -0.092 1.618 4.482  0.00
H -3.581 7.762 -4.968  0.00
H 6.999 -8.338 0.155  0.00
H -0.429 3.256 0.493  0.00
H 3.009 0.780 2.635  0.00
H -2.008 7.209 -5.540  0.00
H -6.432 5.603 -3.365  0.00
H -1.753 0.207 5.591  0.00
H 1.609 -5.746 0.060  0.00
H 6.698 -6.540 -1.212  0.00
H -1.771 2.065 4.104  0.00
H -5.555 7.044 -3.825  0.00
H 2.316 -5.808 3.094  0.00
H -1.439 4.791 -5.697  0.00
H 2.039 -7.131 1.037  0.00
H -3.043 6.785 -0.102  0.00
H -4.740 4.141 -4.254  0.00
H 1.306 2.085 1.748  0.00
H -2.628 5.144 -0.534  0.00
H 0.824 -2.289 0.356  0.00
H 0.837 0.840 -0.142  0.00
H 6.858 -5.395 0.115  0.00
H -2.174 8.253 -2.762  0.00
H 1.823 -4.380 2.217  0.00
H -3.186 -0.522 -0.049  0.00
H 4.576 -3.642 0.849  0.00
H 4.865 -8.183 -1.253  0.00
H -4.761 4.951 -1.743  0.00
H -5.164 5.300 -5.492  0.00
H -2.617 3.551 -5.243  0.00
H -3.418 1.460 1.044  0.00
H 0.009 -1.524 3.687  0.00
H 2.860 -3.482 0.495  0.00
H 1.940 -0.513 3.245  0.00
H 0.532 -0.706 5.206  0.00
H 3.874 -4.325 -0.629  0.00
H 6.038 -8.721 1.566  0.00
H -5.229 6.607 -1.426  0.00
H -2.951 4.621 -6.586  0.00

C25H54Cl2O12P2S | the ωB97M-V functional and the def2-TZVPD basis

Computed properties:
- orbital gap (eV) = 10.50
- spin multiplicity = 1
- SMILES = CCOC[C@@]1([C@H](Cl)CC)CS(=O)(=O)OC[C@@H]1CCCCl.CCOP(=O)(OCC)OCC.CCOP(=O)(OCC)OCC
- LUMO level (eV) = 0.348
- highest occupied orbital energy (eV) = -10.148
- electronic energy (hartree) = -3889.20712

Each line ends with the Löwdin charge.
Element x y z (Å)
Cl 1.939 -6.214 0.067  0.52
Cl -5.140 -2.376 0.593  0.71
S -3.308 -1.805 -2.384  0.62
P -2.780 5.253 -3.175  0.52
P 5.513 0.884 2.857  0.52
O -1.450 6.179 -3.057  -0.20
O 6.818 1.265 3.733  -0.17
O -2.134 3.797 -3.520  -0.18
O -4.700 -2.106 -2.413  -0.28
O -2.942 5.763 -4.702  -0.17
O -3.253 5.176 -1.773  -0.23
O -2.942 -0.775 -3.307  -0.27
O 6.152 -0.591 2.632  -0.20
O 4.057 0.637 2.732  -0.24
O 5.963 1.647 1.487  -0.18
O -0.841 -2.720 2.078  -0.17
O -2.537 -3.173 -2.713  -0.18
C -1.880 -1.977 1.475  -0.15
C -5.333 5.300 -5.036  -0.08
C 7.056 2.589 4.211  -0.27
C -4.107 -5.773 1.389  -0.08
C -3.712 2.010 -4.098  -0.08
C 0.332 -1.941 2.295  -0.25
C 4.862 -2.081 1.215  -0.07
C -3.922 5.219 -5.585  -0.27
C -2.752 2.585 -3.079  -0.27
C -2.710 -1.369 -0.754  -0.20
C -1.249 -3.392 -0.611  -0.19
C -0.263 6.059 -0.941  -0.08
C -2.375 -2.603 0.136  -0.37
C 5.908 3.142 5.035  -0.08
C 5.321 -1.749 2.622  -0.28
C -3.674 -3.411 0.418  -0.59
C 1.296 -2.768 3.136  -0.05
C -1.224 -3.091 -2.118  -0.17
C -0.570 -5.473 0.826  -0.24
C 5.150 2.661 0.897  -0.28
C 0.239 -6.735 0.434  -0.53
C -3.604 -4.329 1.654  -0.26
C -1.150 6.884 -1.855  -0.29
C 5.514 4.052 1.381  -0.08
C -1.266 -4.934 -0.448  -0.13
H -0.606 -3.812 -2.649  0.13
H -0.269 -3.061 -0.256  0.15
H -5.663 6.338 -4.984  0.08
H -1.580 -0.938 1.299  0.13
H -0.629 7.798 -2.144  0.11
H 2.095 -2.145 3.538  0.07
H 4.503 -1.201 0.683  0.07
H -2.620 -4.371 2.118  0.09
H -4.564 2.678 -4.255  0.06
H -0.654 -5.322 -1.266  0.10
H 5.311 4.161 2.448  0.06
H 0.159 -4.770 1.209  0.06
H 5.690 -2.484 0.629  0.08
H -3.864 5.799 -6.507  0.12
H -0.775 -2.117 -2.336  0.13
H 6.573 4.255 1.218  0.08
H -6.021 4.752 -5.680  0.08
H -1.756 -0.858 -0.912  0.11
H 5.914 -2.574 3.019  0.12
H -3.870 -4.040 -0.451  0.09
H -5.155 -5.880 1.669  0.07
H 0.750 6.002 -1.345  0.07
H 0.115 -0.982 2.775  0.12
H 5.818 2.600 5.977  0.08
H 4.933 4.807 0.850  0.08
H 0.804 -1.742 1.322  0.12
H -0.134 -7.206 -0.470  0.07
H -2.721 -1.918 2.175  0.13
H 7.949 2.537 4.834  0.12
H -3.349 -0.644 -0.256  0.10
H 0.768 -3.291 3.932  0.08
H 4.063 -2.825 1.234  0.06
H -2.247 -5.384 -0.590  0.11
H -4.065 -6.003 0.322  0.07
H 4.090 2.466 1.071  0.11
H 4.472 -1.620 3.292  0.09
H -0.624 5.036 -0.848  0.07
H -1.283 -5.819 1.572  0.09
H -3.485 -6.470 1.949  0.07
H -1.944 1.870 -2.915  0.11
H -0.211 6.505 0.054  0.07
H -5.397 4.885 -4.025  0.07
H 4.952 3.046 4.510  0.07
H -4.273 -3.918 2.410  0.09
H -3.258 2.729 -2.122  0.11
H -3.652 4.194 -5.847  0.10
H 6.077 4.195 5.259  0.09
H 5.318 2.603 -0.179  0.12
H 1.760 -3.496 2.466  0.06
H -4.093 1.052 -3.764  0.05
H 0.331 -7.429 1.265  0.07
H 7.301 3.244 3.373  0.10
H -2.063 7.188 -1.345  0.10
H -3.218 1.866 -5.060  0.09

| no. | F_max (eV Å⁻¹) |
| --- | --- |
| 1 | 9.0 |
| 2 | 6.0 |